[1]
This record from the Open Molecules 2025 dataset describes the ion C4H7N2OS with charge +1 at a distorted geometry. The level of theory is ωB97M-V/def2-TZVPD.

XYZ file:
```
15
Properties=species:S:1:pos:R:3:forces:R:3
C -1.5910 -0.6704 0.5924 -1.6449 -0.2103 2.3041
C -1.4119 0.6641 0.7618 0.1213 3.2093 1.1715
C -0.4556 -1.2813 -0.1048 -0.3471 0.4280 -0.5991
C 0.6193 -0.2182 -0.3186 0.7090 0.7198 0.7693
N 0.2453 2.1565 0.0667 0.9692 4.9508 -1.0394
N -0.2004 1.0209 0.2127 -1.7950 -4.3796 0.5412
O 1.2065 0.1081 -1.5038 -1.5456 -1.4957 -1.6988
S 1.9984 -0.3704 0.8970 0.4924 0.2569 -0.0395
H -2.3839 -1.2917 1.0903 0.7830 0.8762 -0.9273
H -1.9627 1.6089 1.2881 1.0770 -2.9697 -1.2875
H -0.0367 -2.0177 0.5257 0.3190 -1.3970 0.1939
H -0.9848 -1.6586 -0.9661 0.8367 -0.7649 -0.9364
H 1.0706 2.2644 -0.5023 0.7089 0.0351 0.2986
H 0.7511 -0.4042 -2.2413 0.8383 1.0725 0.9984
H 3.1358 0.0894 0.2021 -1.5221 -0.3313 0.2510
```
Forces are in eV/Å.

ΔE to the lowest compared entry with this formula, charge and spin: 2.3531 eV
Spin multiplicity: 3
E_LUMO (spin up / spin down): -0.11123 / -0.32071 Ha
Strongest force on any atom: 0.1002 Eh/bohr
Calculated total energy: -739.08269 Eh
Total charge: +1



[2]
This record from the Open Molecules 2025 dataset describes the ion C4H7N2S with charge +1 at a distorted geometry. The level of theory is ωB97M-V/def2-TZVPD.

XYZ file:
```
14
Properties=species:S:1:pos:R:3:forces:R:3
C 0.0399 0.0635 -1.5877 0.0930 -0.8409 2.3042
C -0.5176 -0.4126 -0.3933 -0.6226 -0.1304 -1.1913
C 1.9555 1.1553 -0.7475 0.4086 0.3129 -0.1564
C -0.5569 -0.9261 1.8792 -3.1204 -0.6232 0.6669
N 1.2733 0.6297 -1.6759 -1.0786 -0.1464 0.2130
N 0.0694 -0.5516 0.7029 3.2321 0.8630 0.7529
S -1.9555 0.2583 2.3328 -0.3131 -0.6792 0.4134
H -0.3927 -0.1681 -2.4846 -1.1959 -0.3217 -2.1160
H -1.5116 -0.7344 -0.4283 -1.9036 -0.3587 -0.5951
H 2.8996 1.5877 -1.0332 0.7126 0.0567 0.6341
H -1.1758 -1.9023 1.8256 1.3252 1.1861 -0.1738
H 0.0631 -0.9101 2.7404 0.8931 -0.3041 0.3157
H 1.5094 0.6469 -2.6520 1.1017 0.5748 -0.6764
H -1.7002 1.2638 1.5216 0.4680 0.4112 -0.3911
```
Forces are in eV/Å.

ΔE to the lowest compared entry with this formula, charge and spin: 6.3988 eV
E_LUMO (spin up / spin down): -0.27052 / -0.25883 Ha
Strongest force on any atom: 0.0667 Eh/bohr
Calculated total energy: -663.83952 Eh
Total charge: +1



What did the second record say?
This record from the Open Molecules 2025 dataset describes the ion C4H7N2S with charge +1 at a distorted geometry. The level of theory is ωB97M-V/def2-TZVPD.

XYZ file:
```
14
Properties=species:S:1:pos:R:3:forces:R:3
C 0.0399 0.0635 -1.5877 0.0930 -0.8409 2.3042
C -0.5176 -0.4126 -0.3933 -0.6226 -0.1304 -1.1913
C 1.9555 1.1553 -0.7475 0.4086 0.3129 -0.1564
C -0.5569 -0.9261 1.8792 -3.1204 -0.6232 0.6669
N 1.2733 0.6297 -1.6759 -1.0786 -0.1464 0.2130
N 0.0694 -0.5516 0.7029 3.2321 0.8630 0.7529
S -1.9555 0.2583 2.3328 -0.3131 -0.6792 0.4134
H -0.3927 -0.1681 -2.4846 -1.1959 -0.3217 -2.1160
H -1.5116 -0.7344 -0.4283 -1.9036 -0.3587 -0.5951
H 2.8996 1.5877 -1.0332 0.7126 0.0567 0.6341
H -1.1758 -1.9023 1.8256 1.3252 1.1861 -0.1738
H 0.0631 -0.9101 2.7404 0.8931 -0.3041 0.3157
H 1.5094 0.6469 -2.6520 1.1017 0.5748 -0.6764
H -1.7002 1.2638 1.5216 0.4680 0.4112 -0.3911
```
Forces are in eV/Å.

ΔE to the lowest compared entry with this formula, charge and spin: 6.3988 eV
E_LUMO (spin up / spin down): -0.27052 / -0.25883 Ha
Strongest force on any atom: 0.0667 Eh/bohr
Calculated total energy: -663.83952 Eh
Total charge: +1



Question: Look up the calculated total energy of the first one.
Answer: -739.08269 Eh



Question: total charge of number 1 (C4H7N2OS)?
Answer: +1